# 1
Molecular formula: C23H49B2Br20FO2
Method: DFT, ωB97M-V/def2-TZVPD

**SMILES**: COB(O)B[C@@H](C)F.BrCCBr.BrCCBr.BrCCBr.BrCCBr.BrCCBr.BrCCBr.BrCCBr.BrCCBr.BrCCBr.BrCCBr
**Calculated total energy**: -1433663.9828 eV

The geometry in ORCA input format:
```
! wB97M-V def2-TZVPD RIJCOSX def2/J DEFGRID3
* xyz 0 1
B -3.48 -4.03 -1.27
H -0.96 -3.73 2.85
Br 7.14 -2.59 -2.35
H 6.69 -8.40 -5.94
H -0.82 -2.11 -3.25
C -4.27 7.65 -1.36
H -0.57 0.51 -1.67
H -4.14 2.57 -1.51
H -0.34 7.15 0.51
O -3.04 -3.24 1.21
C 4.94 4.19 1.72
Br -2.87 -0.27 -2.14
H -0.05 2.70 6.29
H -4.58 4.79 0.56
C -0.97 -0.08 -2.49
H -3.26 -3.08 -1.96
O -5.19 -3.98 0.82
Br 4.59 3.64 -1.07
F -4.35 -5.55 -2.89
C 6.68 -8.09 -4.90
C -0.18 6.89 1.55
H 3.36 -0.57 1.22
H 4.22 -2.90 -2.42
Br -3.39 9.37 -1.49
C -3.29 -5.46 -1.93
H 5.99 -4.49 -3.42
Br 1.39 -4.00 2.10
C 5.28 -7.76 -4.47
H 5.87 4.64 1.39
H 4.92 -6.83 -4.90
H 4.28 1.08 -0.54
H -5.93 3.90 -0.18
H -0.69 8.78 2.49
C -0.05 -3.23 3.16
B -3.94 -3.74 0.34
Br 1.72 7.16 1.89
C -3.35 -6.65 -1.03
Br -4.68 2.46 1.38
C 3.88 4.21 0.65
Br 1.32 -0.80 3.77
H 0.29 1.69 4.87
H 4.60 -8.57 -4.73
H -4.52 -4.74 2.64
C 4.57 -3.82 -1.96
Br 5.36 2.38 2.28
C -4.87 3.87 0.06
H -4.34 4.28 -1.97
H -2.07 7.74 2.08
H -6.25 -4.70 2.41
H -5.28 -5.90 1.57
H 3.90 -4.64 -2.21
Br -2.06 1.45 5.60
C -5.31 -4.88 1.92
H -2.86 -7.51 -1.46
Br -0.14 -2.33 -0.88
H 0.31 4.23 4.44
C -0.29 -1.42 -2.60
H -3.55 6.97 -0.91
C -4.05 3.60 -1.17
C -5.55 7.73 -0.58
Br 1.55 0.92 0.46
H 3.06 3.53 0.88
H -0.08 -1.52 1.85
H -6.15 8.59 -0.86
C -0.14 -1.76 2.91
H 2.45 -1.32 -0.10
H -0.37 5.83 1.70
Br 5.15 -7.56 -2.54
Br -1.10 7.09 4.26
C 5.98 -4.15 -2.39
H -1.44 4.20 4.70
H 4.87 -0.60 -0.68
H -2.30 -2.84 0.73
H -4.47 7.34 -2.38
C -0.40 2.41 5.30
C -1.04 7.75 2.43
H -0.86 0.48 -3.41
H 0.73 -1.29 -2.95
C -0.58 3.61 4.42
Br 7.85 -6.53 -4.81
H -1.06 -1.34 3.31
Br -5.23 7.88 1.34
H -2.89 -6.44 -0.07
H -2.36 -5.49 -2.49
H -4.38 -6.93 -0.86
H 6.44 -4.90 -1.76
C 4.00 0.05 -0.73
H 3.50 5.21 0.50
H 4.58 4.70 2.61
H 0.16 -3.47 4.20
H 7.14 -8.85 -4.28
Br 3.40 -0.02 -2.59
C 2.94 -0.42 0.23
Br 4.42 -3.58 -0.04
Br -0.83 3.09 2.56
Br -2.16 3.93 -0.86
H -6.13 6.82 -0.70
*
```

# 2
Molecular formula: C3H4N2OS2
Method: DFT, ωB97M-V/def2-TZVPD

**SMILES**: O=CNN(C=S)C=S
**Calculated total energy**: -29872.1848 eV
**ΔE to the lowest compared entry with this formula, charge and spin**: 45.17 kcal per mole

The geometry in ORCA input format:
```
! wB97M-V def2-TZVPD RIJCOSX def2/J DEFGRID3
* xyz 0 1
N -0.26 0.31 0.35
O 1.40 -1.58 -0.80
N -0.13 0.09 -1.01
C -1.22 -0.49 0.97
S 0.81 1.73 2.42
H 1.33 1.53 0.14
H -1.65 -1.14 0.23
H 0.69 -0.93 -2.61
H -0.69 0.68 -1.61
C 0.66 1.19 0.90
C 0.72 -0.87 -1.49
S -1.68 -0.52 2.52
*
```

# 3
Molecular formula: C4H7NO
Method: DFT, ωB97M-V/def2-TZVPD

**SMILES**: C=C/C(O)=N/C
**Calculated total energy**: -7796.8167 eV
**ΔE to the lowest compared entry with this formula, charge and spin**: 65.21 kcal per mole

The geometry in ORCA input format:
```
! wB97M-V def2-TZVPD RIJCOSX def2/J DEFGRID3
* xyz 0 1
C 0.47 0.33 -0.26
N 0.03 -0.85 0.09
H 0.35 -1.99 -1.66
H -0.82 -2.65 -0.52
H 0.02 1.13 2.86
H 1.26 2.08 0.84
H -1.28 -1.27 -1.54
H 0.75 1.66 -1.63
H -1.22 0.42 1.73
C 0.49 1.32 0.77
O 0.63 0.71 -1.55
C -0.22 0.83 1.84
C -0.46 -1.72 -0.97
*
```

# 4
Molecular formula: C38H42As2RbSbSe4
Method: DFT, ωB97M-V/def2-TZVPD

**Calculated total energy**: -430347.0924 eV
**ΔE to the lowest compared entry with this formula, charge and spin**: 0.00 kcal per mole

The geometry in ORCA input format:
```
! wB97M-V def2-TZVPD RIJCOSX def2/J DEFGRID3
* xyz -2 1
C -2.25 1.56 5.55
C -1.49 0.63 6.25
H -2.81 2.29 3.61
H -1.18 3.22 2.05
C -5.47 0.46 1.09
H 1.42 -1.50 0.11
H -1.75 -3.94 -3.86
Rb -1.37 -1.50 -0.84
C -0.71 -0.29 5.56
C 6.02 2.39 0.15
C -0.82 -0.02 -4.11
Se -5.48 -4.89 1.59
C 3.71 2.19 0.87
H -2.51 2.05 -0.81
C 4.01 3.00 1.97
C 0.88 1.80 -3.59
As 1.93 1.41 0.53
C 5.30 3.50 2.15
C 1.79 -2.56 1.93
C -3.12 0.96 0.95
Se -2.10 -5.59 -0.71
H -2.87 2.27 6.08
C 1.76 -1.42 1.14
H -2.01 1.21 -5.45
H 2.31 -3.72 -3.79
Se -4.36 -2.32 -1.39
H -6.68 1.16 -0.53
H -0.16 -4.41 -4.51
H -0.78 2.89 0.37
C 4.73 1.90 -0.03
C -0.69 -0.28 4.17
H -4.00 -0.23 2.50
H -4.79 2.21 -1.73
Se -2.07 -2.64 1.97
H -2.96 -1.00 -5.38
C 6.30 3.19 1.25
C -2.53 -1.77 -4.75
H 1.42 -3.50 1.54
H 6.79 2.14 -0.56
C 2.86 -0.26 -3.15
H 1.24 2.22 -4.54
H 1.48 -3.74 -2.25
C 1.98 -3.08 -2.96
H -0.11 -1.03 3.63
Sb -3.59 -3.95 0.38
C -1.17 -1.37 -4.22
C 1.43 -0.65 -3.45
H 7.31 3.58 1.39
H -0.46 -4.26 -2.78
H 3.15 0.65 -3.69
H 5.51 4.12 3.01
H 1.04 2.27 2.77
C 0.88 2.59 1.73
H 3.01 -0.06 -2.08
H 1.29 3.59 1.63
C 0.48 0.35 -3.73
H 0.04 2.42 -3.27
H 3.56 -1.04 -3.44
C -1.89 1.02 -4.38
C 2.24 -2.47 3.24
H 1.66 1.93 -2.85
H -2.86 0.68 -4.01
C -0.68 -3.81 -3.75
H -2.45 -2.68 -5.35
C -3.34 1.62 -0.25
H -1.53 0.61 7.33
H 4.51 1.28 -0.90
C -4.63 1.72 -0.77
C 2.58 -0.10 2.97
C 2.64 -1.25 3.76
C -0.62 2.56 1.39
H 2.24 -3.36 3.87
H 2.88 0.85 3.40
C 1.04 -1.99 -3.43
C -2.21 1.58 4.16
H 2.97 -1.17 4.79
H -0.14 -1.04 6.10
H -3.23 -1.99 -3.93
C -5.69 1.14 -0.10
H 2.87 -2.68 -2.47
C -4.19 0.37 1.62
H 3.24 3.25 2.69
C -0.26 -2.36 -3.81
H -1.68 1.97 -3.90
C 2.14 -0.18 1.66
As -1.28 0.68 1.52
H -6.28 -0.06 1.58
C -1.42 0.66 3.46
*
```